C38H68N9O19S3 | ωB97M-V/def2-TZVPD

Its total energy is -4605.4342 hartree. Its net charge is 0. The strongest force on any atom is 5.189 eV/Å. The multiplicity is 2.

Cartesian coordinates (Å):
C  0.29922  0.88264  10.52130
N  0.10298  0.30953  9.24364
C  0.36461  -1.01926  9.06260
C  0.61319  -1.51456  7.74578
C  0.37714  -0.71141  6.65518
C  0.00190  0.66646  6.86796
C  -0.11125  1.17263  8.22873
C  0.55848  -1.31670  5.29566
C  -0.08556  -0.61242  4.17977
C  -0.02797  -1.07382  2.89243
N  0.50222  -2.32413  2.68985
C  1.22614  -2.94726  3.67710
C  1.47831  -2.37722  4.93484
C  0.23279  -3.04702  1.40801
H  1.38558  0.85789  10.60687
H  -0.23952  0.24679  11.22384
H  -0.10483  1.89441  10.55521
H  0.69135  -1.40552  10.01676
H  0.90018  -2.55349  7.67750
H  -0.04573  1.40960  6.08574
H  -0.46842  2.14365  8.53850
H  -0.68847  0.27518  4.30246
H  -0.44787  -0.57723  2.03018
H  1.51816  -3.94247  3.37595
H  2.09823  -2.92216  5.63136
H  -0.08557  -2.31557  0.66522
H  -0.59142  -3.69784  1.69994
H  0.96048  -3.71705  0.95017
C  -1.39998  0.44182  -0.89372
C  -0.03016  0.04469  -1.25153
C  0.38540  0.70857  -2.62786
O  0.90633  0.47406  -0.27114
H  -2.03977  0.05707  -1.68790
H  -1.64351  1.50344  -0.93560
H  -1.79240  0.10462  0.06565
H  -0.15129  -1.03839  -1.23177
H  0.38909  1.79784  -2.66741
H  -0.06273  0.44470  -3.58580
H  1.40620  0.38353  -2.82894
O  -2.89889  -3.12018  4.13601
C  -3.09559  -2.74878  2.98181
N  -3.11106  -3.56846  1.83952
C  -3.41012  -1.28410  2.61044
H  -3.23768  -3.31738  0.86946
H  -2.85146  -4.52514  2.03313
H  -2.94570  -0.76288  3.44755
H  -4.48592  -1.10870  2.60940
H  -2.94809  -0.89776  1.70195
O  -2.59840  -2.89718  -0.68084
C  -2.86297  -3.48434  -1.66923
N  -3.69164  -4.51565  -1.66875
C  -2.09917  -2.98029  -2.91291
H  -4.08573  -4.77502  -0.77571
H  -3.99327  -5.03772  -2.47903
H  -1.98001  -1.90754  -3.06486
H  -2.51112  -3.40056  -3.83039
H  -1.21759  -3.57754  -2.68008
O  4.00208  -4.45753  -3.10855
C  3.81212  -3.24709  -2.98664
N  4.81253  -2.46300  -2.92657
C  2.43788  -2.57782  -2.94780
H  5.76752  -2.70829  -3.14549
H  4.69379  -1.51022  -2.61317
H  2.59729  -1.55211  -2.61521
H  1.84861  -3.07191  -2.17531
H  2.02764  -2.63631  -3.95596
O  5.22060  0.11728  -2.36467
C  4.90600  1.22111  -1.92705
N  3.65142  1.54812  -1.74502
C  5.95581  2.33808  -1.71939
H  2.92806  0.84421  -1.70818
H  3.30427  2.49501  -1.69042
H  6.98006  1.99500  -1.86532
H  5.92530  2.79862  -0.73194
H  5.71715  3.13971  -2.41834
O  4.06067  1.19206  3.49522
C  3.35602  1.75384  2.73169
N  2.47960  0.97963  2.14121
C  3.54841  3.26913  2.37260
H  2.77607  0.05241  2.41041
H  1.99074  1.25872  1.30262
H  2.77623  3.80274  2.92676
H  3.47751  3.44385  1.29903
H  4.47737  3.72500  2.71514
O  3.57648  -2.09199  2.23281
C  3.89648  -2.07403  1.06371
N  3.36812  -1.29574  0.14170
C  5.28482  -2.50189  0.67732
H  3.91401  -1.09175  -0.68322
H  2.55816  -0.69437  0.19071
H  5.30382  -3.05237  -0.26328
H  5.52707  -3.30052  1.37846
H  6.05606  -1.73723  0.76992
N  -5.15679  1.00772  -1.65477
C  -4.59782  0.70610  -0.43902
C  -4.72971  1.56682  0.68174
C  -5.19415  2.87951  0.45166
C  -5.65165  3.19147  -0.84993
C  -5.76457  2.19045  -1.89800
H  -4.23204  -0.29872  -0.28764
H  -4.37772  1.17965  1.62652
H  -5.04047  3.38963  1.39109
H  -6.01934  4.19907  -0.97624
H  -5.95597  2.31196  -2.95394
C  -4.50170  -0.53668  -5.06355
C  -2.94233  -0.10102  -5.06111
O  -2.78972  0.83162  -6.11301
S  -4.09851  0.99631  -7.12270
O  -3.68800  0.73116  -8.53061
O  -4.77123  2.25111  -6.82028
O  -4.87906  -0.29046  -6.46976
H  -5.14653  0.04426  -4.40415
H  -4.64360  -1.55978  -4.71540
H  -2.22982  -0.91440  -5.19831
H  -2.76130  0.24260  -4.04264
C  0.14778  3.49966  0.79870
C  -0.63585  2.48656  1.65568
O  -0.94833  3.24679  2.79718
S  -1.29036  4.83214  2.46861
O  -0.54651  5.76872  3.37837
O  -2.77788  5.03188  2.33718
O  -0.54538  4.66334  0.99557
H  0.27551  3.32149  -0.26902
H  1.06380  3.72058  1.34662
H  -0.04323  1.61354  1.92905
H  -1.60800  2.29002  1.20354
C  -0.27908  1.99333  -8.12799
C  1.09554  1.96696  -8.88658
O  2.04177  1.31574  -8.05138
S  1.57440  1.23241  -6.47381
O  2.25255  2.22241  -5.60706
O  1.45476  -0.16468  -5.99727
O  0.01763  1.76765  -6.76014
H  -0.89920  1.19614  -8.53793
H  -0.81263  2.91226  -8.37087
H  1.24897  3.00845  -9.16918
H  1.01286  1.34951  -9.78102

Mulliken population analysis, charges in e, atoms 1 to 4: -1.093, 0.021, -0.691, -0.563

C38H70Cl2CrN2O2PSbSi3 | ωB97M-V/def2-TZVPD

Its total energy is -5164.4840 hartree. Its net charge is +2. The strongest force on any atom is 1.456 eV/Å. The multiplicity is 5.

Cartesian coordinates (Å):
Cr  0.02602  0.50782  0.13497
Cl  -0.10307  0.90114  2.58857
C  1.29842  0.86090  3.75292
Cl  2.83697  1.19245  3.02251
H  1.29880  -0.13174  4.18273
H  1.06628  1.62644  4.47991
C  -4.24444  -0.17255  0.72369
C  -4.66305  -0.35464  -0.58011
C  -3.71225  -0.37943  -1.58977
C  -2.38206  -0.19879  -1.27342
N  -1.98115  0.06029  -0.01259
C  -2.90063  0.03789  0.96147
C  -1.28927  -0.24475  -2.28452
C  -1.46318  -0.62998  -3.59470
C  -0.36539  -0.65167  -4.44432
C  0.87305  -0.27095  -3.96031
C  0.97963  0.10806  -2.63560
N  -0.07995  0.11375  -1.81661
H  -4.94355  -0.17309  1.54934
H  -5.71400  -0.47940  -0.81096
H  -4.00704  -0.52396  -2.62033
H  -2.54344  0.20782  1.96840
H  -2.44103  -0.92015  -3.95620
H  -0.47980  -0.96401  -5.47420
H  1.75047  -0.26886  -4.59318
H  1.91888  0.39950  -2.18340
C  2.12953  -3.25907  2.65719
Si  0.39604  -3.76233  2.24822
C  0.15945  -5.59843  2.38557
C  -0.88055  -2.87716  3.26746
Sb  -0.09546  -3.09420  -0.20602
Si  -2.19093  -4.47328  -0.96126
C  -2.68591  -3.89600  -2.66103
C  -1.64860  -6.24584  -0.94825
C  -3.50581  -4.07728  0.28980
Si  2.02558  -3.93221  -1.44927
C  2.35297  -5.65928  -0.86541
C  1.50594  -3.92338  -3.23162
C  3.37943  -2.75557  -1.01800
H  2.24829  -3.17311  3.74181
H  2.38209  -2.30004  2.19884
H  2.84327  -4.00996  2.30619
H  0.61122  -5.93961  3.32402
H  0.63866  -6.14686  1.57134
H  -0.90081  -5.86570  2.41157
H  -0.73846  -3.08729  4.33254
H  -1.88561  -3.20937  2.99324
H  -0.82542  -1.79489  3.12219
H  -1.83160  -3.56731  -3.25852
H  -3.40435  -3.07352  -2.58962
H  -3.17208  -4.71840  -3.19732
H  -0.85320  -6.42473  -1.67698
H  -2.49951  -6.88238  -1.22000
H  -1.29509  -6.55842  0.03638
H  -3.52466  -3.00855  0.51711
H  -3.34814  -4.62452  1.22370
H  -4.49019  -4.36018  -0.09967
H  1.46200  -6.28978  -0.91547
H  2.73433  -5.67588  0.15870
H  3.11511  -6.11112  -1.51127
H  0.74285  -4.68824  -3.40294
H  2.35229  -4.14574  -3.89040
H  1.09348  -2.95394  -3.52420
H  3.71191  -2.92979  0.00825
H  3.05283  -1.71481  -1.08067
H  4.23694  -2.89771  -1.68327
C  -3.62948  5.29781  1.79147
C  -4.04190  4.38211  0.62482
C  -2.94078  3.35658  0.30394
C  -1.55670  3.99403  0.50016
C  -1.35053  4.23633  2.01493
C  -2.67956  4.55685  2.72833
P  -0.19729  3.01605  -0.28646
C  1.38160  3.74139  0.37336
C  1.45143  5.27508  0.64726
C  2.52335  6.07700  -0.11522
C  3.89288  5.37340  -0.26832
C  3.86030  3.90814  0.16496
C  2.61268  3.22653  -0.39445
C  -0.28365  3.44865  -2.08171
C  -1.63075  3.17530  -2.76488
C  -1.44004  3.13187  -4.29654
C  -0.28233  4.03426  -4.75070
C  -0.22277  5.27370  -3.86257
C  0.13503  4.89291  -2.40693
H  -4.51237  5.63790  2.33203
H  -3.13139  6.19488  1.41269
H  -4.25597  4.98071  -0.26394
H  -4.96061  3.84759  0.87655
H  -3.08267  2.96868  -0.70298
H  -3.02083  2.50808  0.98946
H  -1.54150  4.95458  -0.02479
H  -0.66005  5.06304  2.16500
H  -0.89987  3.35840  2.47811
H  -2.47455  5.15622  3.61538
H  -3.16136  3.63666  3.07403
H  1.43199  3.24511  1.34744
H  1.65168  5.39354  1.71425
H  0.49134  5.75507  0.46867
H  2.65410  7.01395  0.42635
H  2.14497  6.36327  -1.09427
H  4.65901  5.90696  0.29391
H  4.19583  5.41070  -1.31754
H  3.85283  3.82904  1.25856
H  4.76061  3.40295  -0.18906
H  2.68854  2.14757  -0.28317
H  2.54436  3.45049  -1.46608
H  0.45222  2.77434  -2.53071
H  -2.31570  3.98761  -2.50827
H  -2.09277  2.24715  -2.42340
H  -2.36557  3.45849  -4.77473
H  -1.26030  2.10552  -4.62167
H  -0.41481  4.31369  -5.79545
H  0.67006  3.49665  -4.68871
H  -1.19319  5.77561  -3.89638
H  0.51180  5.98376  -4.24146
H  -0.35629  5.59141  -1.72569
H  1.20703  4.99512  -2.26315
O  1.87057  0.27039  0.19025
O  1.16131  -0.91457  0.61216

Mulliken population analysis, charges in e, atoms 1 to 4: -0.505, -0.179, -0.716, -0.063